No. 1
{"formula": "CH3BrOS", "method": "ωB97M-V with the def2-TZVPD basis set", "homo_energy_ev": -9.30, "smiles": "COSBr", "relative_energy_ev": 0.938, "energy_ev": -84009.1304, "max_force_ha_per_bohr": 0.0446, "symbols": ["C", "O", "S", "Br", "H", "H", "H"], "coordinates": [[0.202, -0.664, -0.640], [-0.422, -0.471, 0.671], [-1.303, 0.773, 1.109], [0.201, 2.636, 1.879], [0.777, 0.158, -1.040], [-0.392, -0.939, -1.523], [0.937, -1.493, -0.455]], "atomic_forces_ev_per_a": [[1.3, -1.0, -0.2], [0.6, -0.4, -0.9], [1.0, 1.8, 0.2], [-1.2, -1.8, -0.8], [0.1, 0.8, 0.8], [-0.9, -0.1, 1.0], [-0.8, 0.7, -0.1]], "lowdin_charge": [-0.1274, -0.6901, 0.5498, 0.0053, 0.0728, 0.0858, 0.1038]}

---

No. 2
{"formula": "C4H7F2NO", "method": "ωB97M-V with the def2-TZVPD basis set", "homo_energy_ev": -8.60, "smiles": "CN1CCOC1(F)F", "relative_energy_ev": 2.420, "energy_ev": -13231.8261, "max_force_ha_per_bohr": 0.0879, "symbols": ["C", "N", "C", "C", "O", "C", "F", "F", "H", "H", "H", "H", "H", "H", "H"], "coordinates": [[-0.355, -1.829, -0.089], [0.677, -0.611, -0.040], [0.089, 0.700, 0.325], [1.147, 1.768, -0.210], [2.388, 1.177, -0.105], [2.264, -0.197, -0.082], [2.934, -0.763, -1.068], [2.807, -0.830, 1.028], [-0.513, -1.937, -1.153], [-1.213, -1.296, 0.436], [0.018, -2.682, 0.430], [0.065, 0.868, 1.412], [-0.816, 0.883, -0.123], [0.827, 1.955, -1.338], [1.161, 2.656, 0.449]], "atomic_forces_ev_per_a": [[1.5, 4.1, 0.3], [1.7, 2.8, -0.2], [3.9, 0.0, 0.8], [-3.5, -0.1, -1.2], [1.0, -2.7, 0.4], [-3.2, -2.9, 1.2], [0.0, 0.1, -1.0], [0.0, 1.4, -0.2], [-0.5, -0.6, 0.0], [0.9, -1.4, -0.7], [0.1, -0.6, 0.3], [-0.5, -0.3, 0.0], [-2.3, 0.3, -0.9], [1.1, 0.1, 2.2], [-0.2, -0.2, -0.8]], "lowdin_charge": [0.0163, -0.0765, -0.1914, -0.1732, 0.0249, -0.5084, 0.1456, 0.0725, 0.0637, 0.0939, 0.0559, 0.1153, 0.0760, 0.1586, 0.1268]}

---

No. 3
{"formula": "C2H3NS2", "method": "ωB97M-V with the def2-TZVPD basis set", "homo_energy_ev": -8.24, "relative_energy_ev": 3.312, "energy_ev": -25279.2583, "max_force_ha_per_bohr": 0.0901, "symbols": ["C", "C", "N", "S", "S", "H", "H", "H"], "coordinates": [[0.926, -0.057, -0.123], [-0.983, -0.784, -0.019], [1.883, 0.551, -0.666], [-1.422, -2.175, -0.570], [-1.796, 0.274, 0.924], [1.245, -0.568, 0.704], [1.841, 1.160, -1.586], [-2.809, -0.493, 0.922]], "atomic_forces_ev_per_a": [[-1.2, 0.0, -1.4], [4.0, 1.6, -1.6], [-1.0, 1.5, -2.5], [-0.1, -1.6, -0.8], [0.7, 2.7, 1.1], [0.5, -1.5, 2.4], [-0.7, -1.7, 2.2], [-2.2, -1.1, 0.4]], "lowdin_charge": [-0.1843, -1.2982, 0.0461, 0.6619, 0.8008, 0.0246, 0.1053, -0.1563]}